DFT (ωB97M-V/def2-TZVPD) results for a molecular structure, C17H30ClNO8P2 in a non-equilibrium geometry.

Summary:
E_LUMO: -0.26 eV
E: -67085.0068 eV
F_max: 3.43 eV/A
frontier orbital gap: 0.307 hartree
HOMO: -8.60 eV

Each line ends with the Mulliken charge.
Cartesian coordinates (Å):
C 3.0234 -1.1353 1.4769  -0.758
C 2.9541 0.4067 1.7850  -0.435
C 1.4289 0.7620 1.9283  -0.121
Cl 1.3471 2.4561 2.5749  -0.156
O 0.8760 0.5897 0.6278  0.537
P -0.4847 1.5072 0.3406  0.377
O -1.4967 1.5371 1.4496  -0.607
O -0.1437 3.0465 -0.1629  -0.323
C 0.3179 3.1054 -1.5264  -0.925
C 1.6289 2.3060 -1.7984  0.537
C 2.0505 2.5407 -3.3037  -1.047
C 2.9449 1.3062 -3.7242  -0.538
C 4.3593 1.3642 -3.0530  -0.761
C 4.6920 0.0894 -2.2143  -0.022
O 4.7421 -1.0794 -3.0181  -0.386
C 4.7934 -2.2410 -2.2028  -0.596
O -1.2175 0.7734 -0.9967  -0.422
P -1.2452 -0.9197 -0.6545  0.373
C -2.9895 -1.5530 -0.9696  -1.028
O -0.3237 -1.7745 -1.7874  -0.529
H 2.7447 -1.2557 0.4050  0.010
H 2.2470 -1.7010 2.0396  0.338
H 4.0224 -1.5775 1.6399  0.293
H 3.2796 0.9215 0.8530  0.062
H 3.5405 0.7179 2.6643  0.424
H 0.9561 0.0940 2.6766  0.385
H -0.4717 2.8514 -2.2692  0.340
H 0.5607 4.1760 -1.7193  0.385
H 2.4255 2.6395 -1.0968  0.163
H 1.4721 1.2124 -1.6959  -0.063
H 1.1123 2.4506 -3.8947  0.429
H 2.5709 3.5038 -3.4530  0.380
H 2.3850 0.3995 -3.4116  0.212
H 3.0328 1.3515 -4.8318  0.390
H 4.4417 2.2181 -2.3459  0.376
H 5.1322 1.4139 -3.8504  0.393
H 3.9724 -0.0845 -1.3791  -0.072
H 5.7132 0.2596 -1.7876  0.357
H 5.1248 -3.0880 -2.8277  0.257
H 3.7871 -2.3909 -1.7506  0.208
H 5.5228 -2.1410 -1.3599  0.279
H -3.2725 -1.4962 -2.0434  0.321
H -3.6958 -0.9511 -0.3643  0.286
H -3.0726 -2.6172 -0.6628  0.333
H 0.3367 -1.2231 -2.2187  0.348
C -4.3919 -0.0797 3.6243  -0.421
C -5.6957 0.3593 3.4257  -0.446
C -6.7244 -0.5597 3.2737  -0.300
C -6.4339 -1.9162 3.3251  0.083
C -5.1343 -2.3662 3.5145  -0.324
C -4.1108 -1.4408 3.6652  -0.405
N -7.5176 -2.8884 3.1882  1.007
O -8.6388 -2.4637 3.0044  -0.607
O -7.2354 -4.0655 3.2690  -0.607
H -3.5936 0.6425 3.7477  0.341
H -5.9103 1.4195 3.3919  0.392
H -7.7360 -0.2099 3.1198  0.442
H -4.9085 -3.4232 3.5486  0.437
H -3.0939 -1.7794 3.8155  0.404



DFT (ωB97M-V/def2-TZVPD) results for 2 unconnected molecules or ions with the total composition CH3NO2S in a non-equilibrium geometry.

Summary:
E_LUMO (spin up / spin down): -0.13 / -0.13 eV
E: -17500.5538 eV
F_max: 5.17 eV/A
frontier orbital gap (spin up / spin down): 0.311 / 0.311 hartree
HOMO (spin up / spin down): -8.60 / -8.60 eV
energy relative to the best compared isomer or geometry (same formula, charge and spin): 113.37 kcal per mole

Each line ends with the Mulliken charge.
Cartesian coordinates (Å):
C 1.0493 0.3286 0.0852  0.037
N 0.2377 -0.3522 -0.7549  -0.422
O 3.1554 -0.9362 -0.6155  -0.469
O 1.8745 1.3333 -0.3118  -0.297
S 2.7674 0.0329 0.3754  0.524
H 0.1898 0.6593 1.8031  0.072
H -0.3279 -0.9757 -0.2870  0.262
H -0.3631 0.1859 -1.5900  0.292



Q: What is the formula in the second record?
A: CH3NO2S



Q: Among the records above, which one has the highest F_max?
A: CH3NO2S



Q: What is the formula in the first record?
A: C17H30ClNO8P2